(1)
# C22H25NO

A single C22H25NO molecule (ωB97M-V/def2-TZVPD, the Open Molecules 2025 dataset).

Positions of all 49 atoms, in Å:
C -2.966 -2.082 -0.348
C -2.687 -1.005 0.709
N -3.225 0.314 0.461
C -2.539 1.068 -0.571
C -1.146 1.287 -0.219
C 0.000 1.429 0.107
C 1.405 1.594 0.416
C 2.298 0.831 -0.602
O 2.075 1.304 -1.912
C 2.111 -0.668 -0.438
C 1.015 -1.446 -0.741
C 1.070 -2.808 -0.472
C 2.202 -3.375 0.089
C 3.314 -2.600 0.380
C 3.267 -1.244 0.108
C 4.280 -0.207 0.253
C 5.585 -0.269 0.709
C 6.349 0.887 0.691
C 5.823 2.081 0.223
C 4.510 2.151 -0.226
C 3.748 1.005 -0.206
C -4.671 0.451 0.494
C -5.373 0.387 -0.871
C -5.045 1.752 1.213
H -2.611 -1.770 -1.328
H -4.029 -2.301 -0.413
H -2.446 -2.997 -0.074
H -1.605 -0.890 0.822
H -3.085 -1.344 1.671
H -3.025 2.043 -0.662
H -2.572 0.579 -1.563
H 1.608 1.221 1.423
H 1.667 2.655 0.374
H 1.130 1.235 -2.093
H 0.128 -1.013 -1.179
H 0.219 -3.431 -0.705
H 2.222 -4.436 0.294
H 4.201 -3.048 0.805
H 6.002 -1.198 1.068
H 7.371 0.857 1.041
H 6.440 2.967 0.208
H 4.103 3.079 -0.598
H -5.038 -0.382 1.104
H -5.142 1.265 -1.471
H -6.450 0.353 -0.724
H -5.076 -0.499 -1.427
H -4.527 1.807 2.166
H -6.117 1.787 1.391
H -4.769 2.621 0.622

As for the charge: 0. Its SMILES is CCN(CC#CCC1(O)c2ccccc2-c2ccccc21)C(C)C. The calculation puts the HOMO energy at -8.28 eV. The HOMO-LUMO gap is 8.98 eV. For the total energy, the calculation gives -26756.015 eV. As for the lowest unoccupied orbital energy: 0.697 eV.


(2)
# C22H25NO7

A single C22H25NO7 molecule (ωB97M-V/def2-TZVPD, the Open Molecules 2025 dataset).

Positions of all 55 atoms, in Å:
C -8.529 -1.016 1.116
C -8.069 -0.553 -0.259
O -6.747 -0.018 -0.215
C -5.740 -0.897 -0.256
O -5.887 -2.094 -0.349
C -4.443 -0.217 -0.186
O -4.442 1.140 -0.054
C -3.152 1.512 -0.005
C -2.681 2.808 0.166
C -1.321 2.984 0.222
C -0.435 1.898 0.105
C -0.898 0.591 -0.082
C -2.297 0.397 -0.127
C -3.168 -0.736 -0.228
C -2.819 -2.173 -0.319
C 0.101 -0.477 -0.237
O -0.057 -1.507 -0.848
C 1.420 -0.111 0.424
C 1.871 1.248 -0.113
C 2.087 1.194 -1.637
C 3.229 0.246 -2.013
N 4.289 0.302 -1.024
C 4.851 -0.855 -0.596
O 4.642 -1.934 -1.098
O 5.702 -0.658 0.436
C 6.394 -1.824 0.884
C 7.507 -1.387 1.819
C 4.390 1.550 -0.309
C 3.156 1.746 0.581
O 0.874 2.237 0.166
H -9.560 -1.354 1.060
H -8.459 -0.199 1.830
H -7.906 -1.840 1.457
H -8.090 -1.390 -0.965
H -8.691 0.265 -0.629
H -3.366 3.635 0.252
H -0.890 3.963 0.356
H -2.283 -2.481 0.577
H -2.157 -2.350 -1.164
H -3.721 -2.767 -0.421
H 1.261 -0.039 1.504
H 2.164 -0.880 0.222
H 2.299 2.209 -1.976
H 1.170 0.867 -2.130
H 2.883 -0.789 -2.073
H 3.628 0.525 -2.996
H 6.788 -2.360 0.015
H 5.683 -2.483 1.396
H 8.202 -0.735 1.296
H 7.094 -0.847 2.667
H 8.042 -2.261 2.180
H 5.296 1.544 0.295
H 4.466 2.354 -1.046
H 3.291 1.210 1.521
H 3.028 2.805 0.808

As for the charge: 0. Its SMILES is CCOC(=O)c1oc2ccc3c(c2c1C)C(=O)CC1(CCN(C(=O)OCC)CC1)O3. The calculation puts the HOMO energy at -8.57 eV. The HOMO-LUMO gap is 8.34 eV. For the total energy, the calculation gives -39043.519 eV. As for the lowest unoccupied orbital energy: -0.229 eV.


(3)
# C22H25NOSiSnTe

A molecular structure, C22H25NOSiSnTe (ωB97M-V/def2-TZVPD, the Open Molecules 2025 dataset).

Positions of all 52 atoms, in Å:
Sn -0.487 -0.516 -0.798
C 1.546 -0.322 -3.286
Si 2.665 -0.355 -1.777
C 3.886 -1.764 -1.979
C 3.559 1.290 -1.716
N 1.611 -0.613 -0.413
C 2.032 -0.602 0.907
C 3.350 -0.395 1.328
C 3.693 -0.382 2.673
C 2.735 -0.568 3.654
C 1.412 -0.778 3.277
C 1.097 -0.801 1.939
O -0.211 -1.010 1.473
C -1.240 -1.292 2.374
C -1.364 -2.573 2.882
C -2.425 -2.847 3.730
C -3.341 -1.852 4.049
C -3.197 -0.577 3.524
C -2.134 -0.284 2.679
H 2.179 -0.180 -4.167
H 0.838 0.513 -3.272
H 0.990 -1.250 -3.438
H 4.485 -1.620 -2.881
H 3.353 -2.713 -2.078
H 4.572 -1.857 -1.136
H 4.110 1.446 -2.648
H 4.270 1.376 -0.894
H 2.833 2.101 -1.617
H 4.121 -0.232 0.588
H 4.725 -0.214 2.951
H 3.001 -0.548 4.701
H 0.640 -0.922 4.020
H -0.638 -3.328 2.612
H -2.541 -3.843 4.139
H -4.170 -2.074 4.708
H -3.913 0.196 3.771
H -1.989 0.701 2.253
C -3.947 0.914 -0.533
C -3.154 1.424 -1.482
C -2.937 0.733 -2.752
C -2.429 1.379 -3.815
C -2.068 2.781 -3.741
C -2.078 3.415 -2.563
C -2.401 2.707 -1.302
H -4.436 -0.042 -0.667
H -4.121 1.443 0.396
H -3.265 -0.297 -2.834
H -2.319 0.860 -4.760
H -1.777 3.299 -4.645
H -1.787 4.456 -2.491
H -2.891 3.352 -0.577
Te -0.445 2.263 -0.369

As for the charge: 0. The calculation puts the HOMO energy at -7.29 eV. The HOMO-LUMO gap is 7.43 eV. For the total energy, the calculation gives -47760.382 eV. As for the lowest unoccupied orbital energy: 0.134 eV.


(4)
# C22H25O15P2S

4 unconnected molecules or ions with the total composition C22H25O15P2S (ωB97M-V/def2-TZVPD, the Open Molecules 2025 dataset).

Positions of all 65 atoms, in Å:
C 3.459 -0.383 -2.246
C 2.412 -0.224 -3.360
O 1.095 -0.446 -2.898
C 0.539 0.661 -2.258
O 0.303 1.686 -3.140
P -0.885 2.845 -2.484
O -1.677 1.370 -1.764
C -0.833 0.267 -1.649
P -1.750 -1.123 -2.403
S -1.100 -2.972 -2.386
H 3.907 0.572 -1.957
H 2.977 -0.797 -1.357
H 4.258 -1.061 -2.551
H 2.582 -0.958 -4.147
H 2.481 0.765 -3.823
H 1.188 0.996 -1.426
H -0.214 3.994 -3.035
H -1.642 2.649 -3.683
H -1.916 3.647 -1.880
H -0.081 2.919 -1.292
H -0.691 -0.038 -0.599
H -2.952 -0.991 -1.700
H -2.120 -0.613 -3.651
C -2.012 1.563 3.287
C -1.828 2.125 2.068
C -1.101 3.460 1.928
O -0.996 3.936 0.823
C -0.589 4.102 3.138
C -0.792 3.523 4.325
C -1.525 2.213 4.453
O -1.671 1.780 5.599
O -0.395 4.022 5.493
O -2.260 1.559 0.973
H -2.524 0.623 3.421
H -0.074 5.046 3.028
H -0.692 3.372 6.160
H -1.980 2.001 0.133
C -6.730 -0.650 4.663
C -7.660 -0.754 5.622
C -7.365 -0.444 7.075
O -8.302 -0.571 7.849
C -6.041 -0.020 7.441
C -5.096 0.096 6.487
C -5.391 -0.234 5.028
O -4.473 -0.137 4.239
O -3.875 0.503 6.752
O -8.912 -1.132 5.416
H -6.929 -0.877 3.626
H -5.844 0.208 8.479
H -3.344 0.606 5.936
H -9.340 -1.105 6.295
C 7.227 -4.771 -4.810
C 6.040 -4.164 -4.631
C 5.772 -2.748 -5.114
O 4.655 -2.320 -4.904
C 6.835 -2.019 -5.771
C 8.016 -2.628 -5.943
C 8.278 -4.048 -5.478
O 9.394 -4.487 -5.707
O 9.066 -2.074 -6.528
O 5.006 -4.719 -4.035
H 7.425 -5.778 -4.472
H 6.638 -1.008 -6.100
H 9.766 -2.756 -6.510
H 4.284 -4.057 -4.046

As for the charge: -1. The calculation puts the HOMO energy at -5.01 eV. The HOMO-LUMO gap is 4.99 eV. For the total energy, the calculation gives -83343.634 eV. As for the lowest unoccupied orbital energy: -0.024 eV.


(5)
# C22H26AsCeCl5N2OSSi2

A molecular structure, C22H26AsCeCl5N2OSSi2 (ωB97M-V/def2-TZVPD, the Open Molecules 2025 dataset).

Positions of all 61 atoms, in Å:
Ce -0.021 -0.187 0.355
Cl -1.816 -6.265 4.335
C -1.500 -5.112 3.123
C -0.542 -4.119 3.350
Cl 0.425 -4.253 4.785
C -0.349 -3.147 2.387
Cl 0.819 -1.829 2.713
C -1.018 -3.174 1.122
O -0.735 -2.325 0.151
C -2.070 -4.155 0.990
Cl -3.132 -3.908 -0.366
C -2.269 -5.201 1.970
Cl -3.449 -6.423 1.740
C -0.406 3.839 0.927
Si -1.408 3.530 2.502
C -2.919 4.746 2.665
C -0.210 3.967 3.917
As -1.685 1.220 2.495
Si -3.298 0.881 0.872
C -2.874 -0.130 -0.669
C -4.279 2.446 0.187
C -4.465 -0.334 1.826
H 0.154 2.996 0.465
H 0.313 4.639 1.237
H -1.054 4.306 0.167
H -3.808 4.584 2.021
H -2.608 5.790 2.398
H -3.186 4.825 3.742
H -0.292 5.048 4.219
H 0.843 3.739 3.623
H -0.388 3.402 4.861
H -3.733 -0.114 -1.340
H -2.510 -1.113 -0.406
H -2.065 0.291 -1.295
H -3.589 3.253 0.058
H -5.090 2.879 0.819
H -4.694 2.188 -0.797
H -4.044 -1.290 1.958
H -5.403 -0.481 1.303
H -4.595 0.139 2.792
S 3.293 -2.133 -3.163
C 2.523 -0.718 -2.648
C 2.979 0.079 -1.575
C 2.165 1.128 -1.002
N 0.884 1.274 -1.444
C 0.526 0.649 -2.659
C 1.281 -0.373 -3.237
C 4.866 -1.786 -3.817
C 5.950 -2.110 -2.994
C 7.243 -2.099 -3.535
N 7.496 -1.701 -4.779
C 6.489 -1.250 -5.542
C 5.160 -1.281 -5.094
H 3.999 -0.059 -1.138
H 2.551 1.816 -0.287
H -0.417 0.921 -3.048
H 0.890 -0.949 -4.100
H 5.730 -2.531 -2.007
H 8.081 -2.533 -2.995
H 6.836 -0.758 -6.457
H 4.425 -0.733 -5.682

As for the charge: +1. The calculation puts the HOMO energy (spin up / spin down) at -10.01 / -10.01 eV. The HOMO-LUMO gap (spin up / spin down) is 5.10 / 5.12 eV. For the total energy, the calculation gives -191228.229 eV. As for the lowest unoccupied orbital energy (spin up / spin down): -4.917 / -4.888 eV. As for the multiplicity: 2.


(6)
# C22H26Br4F6O18

8 unconnected molecules or ions with the total composition C22H26Br4F6O18 (ωB97M-V/def2-TZVPD, the Open Molecules 2025 dataset).

Positions of all 76 atoms, in Å:
O -2.552 -2.638 -3.080
C -1.542 -2.243 -3.534
O -1.180 -0.943 -3.787
C -0.006 -1.006 -4.666
C 0.473 -2.403 -4.700
F 1.638 -2.691 -4.004
O -0.545 -3.081 -4.066
H -0.416 -0.690 -5.608
H 0.651 -0.211 -4.345
H 0.628 -2.761 -5.725
O -1.619 -1.356 2.451
C -0.501 -1.664 2.794
O 0.520 -0.816 2.964
C 1.681 -1.659 3.117
C 1.107 -2.898 3.723
F 0.969 -2.741 5.126
O -0.228 -2.908 3.203
H 2.170 -1.733 2.159
H 2.395 -1.080 3.702
H 1.519 -3.855 3.504
O 2.260 -4.427 1.661
C 2.886 -4.339 0.629
O 2.426 -4.369 -0.594
C 3.392 -3.871 -1.482
C 4.580 -3.645 -0.671
F 4.851 -2.281 -0.690
O 4.184 -3.979 0.616
H 3.433 -4.478 -2.417
H 3.157 -2.831 -1.726
H 5.497 -4.185 -0.925
O 1.222 2.164 -3.010
C 1.243 2.711 -1.983
O 2.381 3.166 -1.353
C 1.993 3.814 -0.063
C 0.456 3.820 -0.252
F 0.161 5.096 -0.685
O 0.150 2.963 -1.243
H 2.436 3.343 0.800
H 2.390 4.811 -0.057
H -0.111 3.638 0.671
O -2.432 0.697 -6.492
C -2.576 1.075 -5.345
O -1.721 1.874 -4.749
C -2.137 2.105 -3.361
C -3.484 1.379 -3.276
F -4.432 2.398 -3.121
O -3.614 0.694 -4.535
H -1.445 1.641 -2.656
H -2.172 3.162 -3.233
H -3.694 0.700 -2.498
O -0.048 -0.137 -0.813
C -0.683 -1.091 -0.525
O -2.042 -1.147 -0.553
C -2.437 -2.459 -0.105
C -1.164 -3.158 0.260
F -0.877 -4.216 -0.626
O -0.164 -2.220 0.069
H -3.043 -2.224 0.780
H -3.106 -2.963 -0.848
H -1.065 -3.621 1.241
Br -3.909 6.253 4.046
C -3.408 4.571 3.108
C -3.476 4.759 1.649
Br -2.978 3.025 0.898
H -4.080 3.806 3.488
H -2.408 4.316 3.473
H -2.763 5.414 1.151
H -4.473 4.982 1.362
Br 0.090 2.879 5.915
C 1.245 1.321 5.844
C 2.609 1.809 5.349
Br 3.844 0.293 4.919
H 0.769 0.548 5.246
H 1.453 0.983 6.870
H 3.053 2.325 6.147
H 2.614 2.478 4.463

As for the charge: 0. Its SMILES is O=C1OC[C@@H](F)O1.O=C1OC[C@@H](F)O1.O=C1OC[C@@H](F)O1.O=C1OC[C@@H](F)O1.O=C1OC[C@@H](F)O1.O=C1OC[C@@H](F)O1.BrCCBr.BrCCBr. The calculation puts the HOMO energy at -10.53 eV. The HOMO-LUMO gap is 10.59 eV. For the total energy, the calculation gives -356566.315 eV. As for the lowest unoccupied orbital energy: 0.060 eV.


(7)
# C22H26BrIrN4O4S2

A molecular structure, C22H26BrIrN4O4S2 (ωB97M-V/def2-TZVPD, the Open Molecules 2025 dataset).

Positions of all 60 atoms, in Å:
Ir -0.053 0.488 0.021
N -1.816 -0.249 -1.482
C -1.334 -1.270 -2.409
C -0.211 -2.085 -1.772
O -0.166 -3.297 -1.909
N 0.690 -1.316 -1.089
C 1.777 -1.948 -0.498
C 1.518 -2.010 1.150
O 1.979 -3.011 1.655
O 0.936 -1.002 1.592
H -2.364 -0.655 -0.726
H -2.371 0.457 -1.947
H -0.925 -0.777 -3.294
H -2.112 -1.966 -2.728
H 2.675 -1.330 -0.529
H 1.955 -2.961 -0.848
S 2.376 1.388 0.260
C 2.579 2.453 -1.045
C 3.897 2.978 -1.214
N 4.970 3.373 -1.342
C 1.571 2.852 -1.923
S -0.048 2.349 -1.846
C 1.871 3.783 -2.963
N 2.085 4.531 -3.812
C -3.210 0.340 7.393
C -3.677 1.314 6.300
C -5.213 1.307 6.239
C -3.226 2.724 6.692
C -3.120 0.885 4.945
C -2.381 1.731 4.132
C -1.951 1.274 2.905
Br -0.914 2.462 1.814
C -2.214 -0.004 2.361
O -1.861 -0.313 1.155
C -2.904 -0.891 3.243
C -3.346 -0.404 4.465
C -3.175 -2.374 2.939
C -4.693 -2.620 2.912
C -2.545 -3.222 4.057
C -2.600 -2.903 1.619
H -3.512 0.701 8.379
H -2.123 0.242 7.373
H -3.640 -0.653 7.251
H -5.637 1.600 7.204
H -5.592 0.317 5.982
H -5.562 2.010 5.480
H -3.623 2.971 7.679
H -3.599 3.465 5.983
H -2.138 2.793 6.733
H -2.123 2.737 4.431
H -3.900 -1.084 5.104
H -5.157 -2.401 3.875
H -4.897 -3.665 2.665
H -5.164 -1.990 2.154
H -2.934 -2.959 5.042
H -1.463 -3.080 4.068
H -2.753 -4.281 3.882
H -3.080 -2.446 0.756
H -2.772 -3.983 1.573
H -1.528 -2.727 1.544

As for the charge: -1. The calculation puts the HOMO energy (spin up / spin down) at -4.97 / -5.09 eV. The HOMO-LUMO gap (spin up / spin down) is 7.00 / 4.73 eV. For the total energy, the calculation gives -131938.053 eV. As for the lowest unoccupied orbital energy (spin up / spin down): 2.025 / -0.354 eV. As for the multiplicity: 6.


(8)
# C22H26BrN2O2S3Ti

A molecular structure, C22H26BrN2O2S3Ti (ωB97M-V/def2-TZVPD, the Open Molecules 2025 dataset).

Positions of all 57 atoms, in Å:
Ti -0.057 -0.118 -1.531
O 0.324 3.171 2.838
C -0.342 3.906 1.898
C -0.727 5.195 2.239
C -1.410 5.973 1.318
C -1.718 5.471 0.061
C -1.327 4.186 -0.276
C -0.629 3.398 0.629
C -0.139 2.021 0.250
O -0.446 1.651 -1.042
N -0.712 1.048 1.204
N -0.626 -0.247 0.667
C -1.102 -1.176 1.389
C -1.209 -2.541 0.898
Br -0.912 -2.702 -0.988
C -1.573 -3.620 1.592
C -1.772 -3.663 3.045
C -2.826 -4.426 3.555
C -3.060 -4.469 4.918
C -2.231 -3.773 5.788
C -1.162 -3.042 5.295
C -0.930 -2.987 3.930
H 0.206 2.230 2.648
H -0.491 5.564 3.228
H -1.709 6.976 1.590
H -2.256 6.080 -0.653
H -1.539 3.777 -1.255
H 0.951 1.977 0.406
H -1.692 1.278 1.359
H -1.503 -0.965 2.379
H -1.755 -4.540 1.047
H -3.470 -4.974 2.878
H -3.886 -5.051 5.304
H -2.411 -3.816 6.854
H -0.499 -2.523 5.974
H -0.067 -2.452 3.552
C 1.436 -1.167 -4.960
C 0.387 -0.085 -5.139
S 0.199 1.063 -3.759
C 1.825 1.845 -3.554
C 2.941 1.058 -2.876
S 2.414 0.228 -1.340
C 3.153 -1.425 -1.464
C 2.906 -2.181 -2.762
S 1.202 -2.034 -3.382
H 2.439 -0.746 -4.987
H 1.361 -1.884 -5.777
H -0.607 -0.527 -5.229
H 0.571 0.476 -6.057
H 1.592 2.735 -2.969
H 2.156 2.183 -4.537
H 3.739 1.750 -2.611
H 3.371 0.307 -3.533
H 2.699 -1.959 -0.629
H 4.225 -1.363 -1.270
H 3.123 -3.236 -2.597
H 3.576 -1.855 -3.557

As for the charge: +1. The calculation puts the HOMO energy (spin up / spin down) at -9.62 / -10.43 eV. The HOMO-LUMO gap (spin up / spin down) is 6.51 / 7.22 eV. For the total energy, the calculation gives -155969.465 eV. As for the lowest unoccupied orbital energy (spin up / spin down): -3.110 / -3.207 eV. As for the multiplicity: 3.